Entry 1:
C17H25F5NO3P2V | ωB97M-V with the def2-TZVPD basis set

- <S²>: 0.804
- Spin multiplicity: 2
- Net charge: +1
- HOMO energy (spin up / spin down): -11.23 / -11.22 eV
- Electronic energy: -83508.6277 eV

Each line ends with the Löwdin spin population.
Element x y z (Å)
1 C -2.66320 -2.54031 -2.32553  0.134
2 C -1.98873 -1.88661 -1.24387  0.012
3 N -1.05853 -0.90353 -1.56107  0.099
4 C -0.83790 -0.52896 -2.85001  0.008
5 C -1.46067 -1.16946 -3.92089  0.154
6 C -2.38641 -2.19824 -3.63670  -0.015
7 C -2.18640 -2.24202 0.11919  0.426
8 P -1.48019 -1.18629 1.36378  0.054
9 V 0.03063 0.02576 0.07470  0.012
10 P 1.16936 1.04879 -1.65106  0.004
11 C 0.03073 0.69413 -3.08292  -0.002
12 O 0.10229 -4.04234 -0.19250  0.036
13 O 1.90639 -2.74991 -1.75137  0.000
14 H -3.39537 -3.31839 -2.08922  0.004
15 H -1.25373 -0.85439 -4.94676  0.007
16 H -2.89972 -2.71272 -4.45682  -0.003
17 C -2.78737 -0.23318 2.25539  0.029
18 C -0.78598 -2.25339 2.70013  0.012
19 H 0.57735 0.62168 -4.03901  -0.001
20 H -0.63577 1.57604 -3.15514  -0.001
21 H -0.70731 -3.45235 -0.05575  0.016
22 H -3.01683 -2.91936 0.35835  0.015
23 C 1.39759 2.87165 -1.65642  0.000
24 C 2.79697 0.36545 -2.15730  0.001
25 H 0.93801 -0.90989 0.53807  -0.003
26 H 2.68279 -3.04099 -1.24011  0.000
27 H 1.16716 -3.24357 -1.29508  0.000
28 H -0.27567 -4.85952 -0.56398  0.000
29 H -1.02837 1.21495 -0.01400  0.003
30 H 0.90377 -1.11762 -0.26249  -0.001
31 H -3.51761 -0.91392 2.72699  0.000
32 H -2.31505 0.39713 3.02863  0.003
33 H -3.30178 0.41324 1.52689  0.000
34 H -1.58652 -2.82377 3.20389  0.000
35 H -0.07504 -2.95900 2.24001  0.000
36 H -0.26113 -1.62337 3.43817  0.001
37 H 3.15474 0.82289 -3.09628  0.000
38 H 3.52673 0.55654 -1.35184  0.000
39 H 2.66236 -0.72384 -2.27771  0.000
40 H 1.81279 3.23500 -2.61234  0.000
41 H 0.42440 3.34956 -1.45880  0.000
42 H 2.08076 3.13089 -0.83031  0.000
43 F 1.17821 5.03123 4.96758  0.000
44 C 1.19248 4.07499 4.00546  0.000
45 C 2.40614 3.54592 3.56423  0.000
46 F 3.57241 3.98700 4.09787  0.000
47 C 2.41941 2.56015 2.57329  0.000
48 F 3.60585 2.05155 2.15462  0.000
49 C 1.22086 2.08897 2.01426  0.000
50 O 1.32039 1.12611 1.06674  -0.005
51 C 0.00034 2.63033 2.46185  0.000
52 F -1.18253 2.23039 1.95821  0.000
53 C -0.00759 3.61908 3.45413  0.000
54 F -1.18552 4.13752 3.88288  0.000

Entry 2:
C25H27N7O2 | ωB97M-V with the def2-TZVPD basis set

- SMILES: COc1ccc(Cn2nnnc2[C@H](c2cccnc2)N2CCN(c3ccc(O)cc3)CC2)cc1
- HOMO energy: -7.53 eV
- Electronic energy: -40887.4981 eV

Each line ends with the Löwdin charge.
Element x y z (Å)
1 C -6.09390 -3.03096 -0.67019  -0.085
2 O -6.09521 -1.83878 0.08295  -0.082
3 C -5.34306 -0.80227 -0.35787  -0.295
4 C -5.19952 0.26988 0.52606  0.010
5 C -4.41017 1.34667 0.19439  -0.023
6 C -3.74172 1.38524 -1.02597  -0.228
7 C -2.81108 2.53209 -1.33363  -0.080
8 N -1.96974 2.80917 -0.20188  -0.062
9 N -2.14787 3.89325 0.55926  0.043
10 N -1.33977 3.82049 1.52984  -0.033
11 N -0.61212 2.71523 1.47009  0.081
12 C -0.99560 2.07073 0.39024  -0.271
13 C -0.50760 0.74928 -0.09130  -0.212
14 C -1.38113 -0.31670 0.53607  -0.175
15 C -1.65091 -0.30230 1.89960  0.001
16 C -2.46017 -1.29239 2.42963  -0.040
17 C -2.96048 -2.26433 1.57645  -0.145
18 N -2.68853 -2.30038 0.28304  0.085
19 C -1.92016 -1.35088 -0.21894  -0.118
20 N 0.88321 0.55538 0.29343  -0.107
21 C 1.38727 -0.75137 -0.08324  -0.156
22 C 2.79066 -0.95493 0.48581  -0.159
23 N 3.66316 0.07273 -0.03171  -0.112
24 C 5.04419 -0.13361 -0.03009  -0.237
25 C 5.86364 0.71899 -0.77336  -0.023
26 C 7.22718 0.51908 -0.84550  -0.028
27 C 7.81735 -0.55200 -0.18702  -0.332
28 O 9.16191 -0.78971 -0.23677  0.042
29 C 7.01422 -1.41419 0.54730  -0.015
30 C 5.65189 -1.20431 0.62890  -0.021
31 C 3.16017 1.38234 0.32945  -0.139
32 C 1.76341 1.57370 -0.24917  -0.164
33 C -3.92119 0.34310 -1.91913  -0.054
34 C -4.71840 -0.74187 -1.59913  -0.027
35 H -6.65619 -3.75207 -0.07925  0.094
36 H -6.58861 -2.89682 -1.63742  0.093
37 H -5.07280 -3.39349 -0.82090  0.087
38 H -5.70579 0.22322 1.47678  0.124
39 H -4.29939 2.16272 0.89398  0.117
40 H -2.19055 2.30448 -2.20607  0.128
41 H -3.37068 3.45334 -1.52397  0.134
42 H -0.63324 0.70596 -1.19561  0.158
43 H -1.22578 0.47233 2.52070  0.116
44 H -2.69637 -1.31015 3.48186  0.105
45 H -3.60323 -3.05493 1.93979  0.109
46 H -1.71912 -1.42644 -1.28057  0.122
47 H 0.72731 -1.52207 0.31924  0.120
48 H 1.42705 -0.86150 -1.18286  0.135
49 H 3.15391 -1.93287 0.16610  0.124
50 H 2.73047 -0.92831 1.58565  0.135
51 H 5.42823 1.54386 -1.31642  0.108
52 H 7.83906 1.19652 -1.42764  0.112
53 H 9.58670 -0.11482 -0.77891  0.101
54 H 7.47530 -2.24314 1.06050  0.116
55 H 5.06410 -1.88216 1.22700  0.101
56 H 3.82405 2.15776 -0.04922  0.114
57 H 3.09185 1.48225 1.42434  0.137
58 H 1.39548 2.55786 0.04160  0.111
59 H 1.80974 1.51574 -1.35289  0.133
60 H -3.42745 0.36854 -2.88046  0.117
61 H -4.82396 -1.54215 -2.31295  0.109

Among the records above, which one has the highest electronic energy?
C25H27N7O2

electronic energy of number 1 (C17H25F5NO3P2V)?
-83508.6277 eV